[1]
Molecular formula: ClH14O11
Method: DFT, ωB97M-V/def2-TZVPD

Results
HOMO-LUMO gap   10.597 eV
Lowest unoccupied orbital energy   0.11142 hartree
Relative energy (zero: lowest compared OMol25 entry of this formula, charge and spin)   25.0 kcal per mole
Total charge   -1

Structure (XYZ):
```
26
Properties=species:S:1:pos:R:3:forces:R:3:lowdin_charge:R:1
Cl 0.3750 0.1028 1.5095 -0.4 -0.1 -0.3 0.8689
O 0.9470 -3.7452 0.1595 0.5 -2.0 -0.7 -0.0489
O 0.7290 -1.4602 -2.0705 -1.0 0.3 -1.0 -0.0559
O 0.9280 -1.2932 1.3695 -0.7 3.2 0.7 -0.3559
O 2.4810 0.4848 -1.2245 2.0 -2.0 -0.7 -0.0223
O -0.7440 0.0978 2.5025 3.0 -0.6 -1.0 -0.3552
O -2.3720 -1.5872 0.1155 -1.0 -1.0 -0.7 -0.0617
O -1.8490 1.5478 -2.6315 -0.7 -0.3 -0.5 -0.0553
O 1.4640 1.0868 1.9615 -2.6 -2.9 -0.9 -0.3531
O 1.7100 3.3088 0.5725 1.8 0.9 1.2 -0.0442
O -0.2490 0.5048 0.1925 1.8 -0.3 2.3 -0.3599
O -2.8950 1.4128 2.2375 -1.3 -0.5 0.0 -0.0869
H -1.7710 1.4908 -1.6905 0.7 0.2 1.3 -0.0016
H -1.5220 -1.2512 0.3665 0.7 0.3 0.0 -0.0416
H -2.5600 2.2988 2.2095 0.6 0.3 0.0 0.0071
H 1.7310 -4.1352 0.5665 -0.2 0.0 -0.1 0.0398
H -2.1630 0.7758 2.3475 -0.2 0.8 -0.2 -0.0446
H 0.9030 -2.8902 0.5335 -0.3 1.8 0.7 -0.0571
H 1.3190 -2.1282 -1.7735 0.6 -1.1 0.5 -0.0031
H 2.6720 0.4538 -2.1705 0.0 0.3 0.2 0.0649
H -2.1890 -2.2942 -0.5335 0.1 0.6 0.5 0.0473
H 1.8770 1.1618 -1.0755 -1.6 2.1 0.5 -0.0158
H 1.1340 -0.6512 -1.7585 0.0 0.3 0.4 -0.0355
H -2.5950 0.9388 -2.7105 0.1 0.0 -0.6 0.0393
H 1.0900 3.2488 -0.1005 -1.9 0.1 -2.0 -0.0204
H 1.5490 2.5218 1.0955 0.1 -0.5 0.5 -0.0482
```
Positions in Å, forces in eV/Å.

[2]
Molecular formula: C2H6N2
Method: DFT, ωB97M-V/def2-TZVPD

Results
HOMO-LUMO gap   8.740 eV
Lowest unoccupied orbital energy   0.04789 hartree
Relative energy (zero: lowest compared OMol25 entry of this formula, charge and spin)   41.6 kcal per mole
SMILES string   N/C=C/N

Structure (XYZ):
```
10
Properties=species:S:1:pos:R:3:forces:R:3:lowdin_charge:R:1
N 0.5637 -0.6606 1.7369 -0.3 2.9 -4.0 0.0219
N -0.4885 0.7003 -1.7817 -0.1 0.6 2.2 0.0027
C 0.2312 0.1795 -0.6408 0.0 -1.0 -0.5 -0.2202
C -0.1701 0.0546 0.6409 1.2 -0.6 0.4 -0.1780
H -0.3322 0.2848 -2.6873 0.0 -0.1 0.4 0.0637
H 0.0398 -1.1621 2.3399 -2.0 -1.7 2.0 -0.0002
H 1.5277 -0.6299 1.9483 0.7 0.5 -0.4 0.0465
H -1.4581 0.9641 -1.5625 0.8 -0.4 -0.5 0.0786
H 1.2068 -0.2418 -0.8984 -0.3 0.1 -0.1 0.0994
H -1.1205 0.5110 0.9048 0.0 -0.3 0.4 0.0857
```
Positions in Å, forces in eV/Å.

[3]
Molecular formula: C13H15FeN3OS2
Method: DFT, ωB97M-V/def2-TZVPD

Results
HOMO-LUMO gap (spin up / spin down)   8.229 / 5.568 eV
Lowest unoccupied orbital energy (spin up / spin down)   -0.09833 / -0.19638 hartree
Multiplicity   6
Total charge   +1

Structure (XYZ):
```
35
Properties=species:S:1:pos:R:3:forces:R:3:lowdin_spin:R:1
Fe 1.6227 0.3553 -0.4597 -0.7 -1.2 0.0 3.7486
S 3.5622 -0.9990 -0.1269 0.3 0.3 0.2 0.3569
S 1.4404 0.4043 1.8916 0.3 0.3 0.2 0.3114
O -5.5331 0.7052 0.0064 0.0 0.0 0.0 0.0000
N -2.8845 1.1111 -0.7847 0.0 0.1 -0.1 0.0043
N -0.5641 0.3256 -0.6043 0.5 0.4 -0.1 0.0368
N 1.4486 -0.7059 -2.4747 0.1 0.5 0.2 0.0359
C 5.5379 -0.8495 3.3221 0.2 -0.2 -0.4 0.0658
C 4.6073 -0.2641 4.2030 -0.4 0.2 0.1 0.0817
C -4.6015 1.2191 0.9372 0.1 0.0 -0.1 0.0002
C 3.9571 -0.6744 1.5123 -0.4 0.0 -0.6 0.1539
C 3.3698 0.1207 3.7544 0.3 -0.1 0.3 0.0047
C -1.6542 0.7100 -0.6991 0.0 -0.2 0.1 0.0123
C 5.2192 -1.0549 2.0059 0.3 -0.1 0.4 0.0142
C 3.0139 -0.0629 2.4080 -0.5 0.1 -0.4 0.1565
C -3.4939 1.9894 0.2250 -0.2 0.0 0.2 0.0006
C -3.8492 0.5059 -1.7138 -0.2 -0.1 0.0 0.0005
C -4.9315 -0.1963 -0.8998 0.2 0.1 0.0 0.0002
C 1.5186 -1.5047 -4.9353 0.0 -0.1 -0.4 0.0009
C 1.4776 -1.0575 -3.5636 0.1 0.0 0.3 0.0080
H 6.5136 -1.1422 3.6859 0.0 0.0 0.0 0.0029
H 2.3898 -2.1355 -5.1058 0.0 0.0 0.1 0.0002
H 1.5737 -0.6410 -5.5969 0.0 0.0 0.0 0.0002
H -5.1502 1.8782 1.6066 0.0 0.0 0.0 0.0000
H -3.9197 2.8484 -0.2969 0.1 0.0 0.0 0.0001
H 2.6524 0.5722 4.4255 0.0 0.0 0.0 -0.0006
H -4.4874 -1.0413 -0.3568 0.0 0.0 0.0 0.0000
H 0.6190 -2.0751 -5.1630 0.0 0.0 0.0 0.0001
H 5.9316 -1.5083 1.3307 0.0 0.0 0.0 -0.0003
H -3.3420 -0.1911 -2.3773 0.1 0.0 0.0 0.0000
H 4.8685 -0.1158 5.2421 0.0 0.0 0.0 0.0040
H -5.7191 -0.5655 -1.5535 0.0 0.0 0.0 0.0000
H -4.2980 1.3127 -2.2964 0.1 0.0 -0.1 0.0001
H -4.1574 0.4013 1.5202 0.0 0.0 0.0 0.0000
H -2.7380 2.3256 0.9314 0.0 0.0 0.0 0.0000
```
Positions in Å, forces in eV/Å.